Entry A
{"formula": "C6H10ClN2", "method": "the ωB97M-V functional and the def2-TZVPD basis", "elements": ["C", "C", "C", "C", "C", "C", "N", "N", "Cl", "H", "H", "H", "H", "H", "H", "H", "H", "H", "H"], "xyz": [[-0.039, -2.225, 0.342], [-0.365, -2.080, 1.780], [0.437, -1.267, -0.508], [0.172, -1.022, 2.527], [0.908, 0.934, -1.175], [-1.003, 0.749, 0.188], [0.756, 2.213, -1.269], [0.121, 0.109, -0.531], [-0.177, -0.851, 4.158], [0.063, -3.261, 0.088], [-0.727, -2.917, 2.264], [0.950, -1.606, -1.394], [1.858, 0.426, -1.437], [-1.441, 1.554, -0.399], [-1.663, 0.017, 0.602], [-0.512, 1.391, 1.024], [-0.054, 2.632, -0.796], [1.434, 2.930, -1.721], [0.793, -0.159, 2.205]], "mulliken_charge": [-0.4153, -0.5966, -0.0553, -0.0648, 0.2423, -1.3056, -0.3049, 0.0743, -0.1177, 0.3286, 0.4779, 0.3487, 0.3590, 0.4691, 0.3017, 0.5022, 0.1605, 0.2975, 0.2987], "total_charge": 1, "e_homo_ev": -12.01, "lumo_ev": -3.96, "smiles": "C[N+](/C=C\\C=C\\Cl)=C\\N", "gap_ev": 8.05}

=====

Entry B
{"formula": "C6H10ClN2", "method": "the ωB97M-V functional and the def2-TZVPD basis", "elements": ["C", "C", "C", "C", "C", "C", "N", "N", "Cl", "H", "H", "H", "H", "H", "H", "H", "H", "H", "H"], "xyz": [[-0.025, -1.562, -0.070], [-0.211, -0.102, -0.524], [1.143, -2.046, 0.309], [1.214, 0.458, -1.123], [2.315, 0.050, -0.208], [-0.798, 0.669, 0.744], [2.286, -1.195, 0.237], [-1.476, 1.829, 0.248], [3.711, 0.935, -0.067], [-0.749, -2.263, -0.055], [-0.979, -0.130, -1.259], [1.250, -3.153, 0.373], [1.345, -0.114, -2.082], [1.169, 1.577, -1.227], [-0.104, 0.787, 1.475], [-1.566, 0.058, 1.235], [-1.952, 1.759, -0.598], [-2.021, 2.364, 0.919], [3.133, -1.613, 0.541]], "mulliken_charge": [-0.5715, -0.2937, -0.3724, -0.6029, 0.4149, -0.6799, 0.0033, -0.5374, -0.0507, 0.5234, 0.6703, 0.3385, 0.3246, 0.3697, 0.4309, 0.3727, 0.1593, 0.2278, 0.2730], "total_charge": 1, "e_homo_ev": -12.40, "lumo_ev": -5.27, "smiles": "NC[C@@H]1C=C[NH+]=C(Cl)C1", "gap_ev": 7.12}

=====

It turns out entry B is the most stable, with the second structure 5.7 kcal/mol higher.

=====

Entry A
{"formula": "C4H12", "method": "the ωB97M-V functional and the def2-TZVPD basis", "elements": ["C", "C", "H", "H", "H", "H", "H", "H", "C", "C", "H", "H", "H", "H", "H", "H"], "xyz": [[1.979, 1.182, 0.941], [0.807, 1.884, 1.555], [2.244, 0.099, 1.369], [2.130, 1.185, -0.062], [3.007, 1.658, 1.301], [0.765, 1.908, 2.643], [-0.086, 1.233, 1.398], [0.724, 2.888, 1.137], [-1.554, -1.554, -0.511], [-1.355, -1.451, -2.071], [-2.606, -2.196, -0.431], [-0.738, -1.898, 0.189], [-1.733, -0.513, -0.178], [-0.437, -0.772, -2.306], [-2.109, -1.156, -2.666], [-1.037, -2.497, -2.311]], "mulliken_charge": [-0.8995, -0.6047, 0.2246, 0.3669, 0.2673, 0.2770, 0.1120, 0.2589, -0.6560, -0.8285, 0.2263, 0.2798, 0.1700, 0.2137, 0.3567, 0.2356], "total_charge": 0, "e_homo_ev": -11.05, "lumo_ev": 1.05, "smiles": "CC.CC", "gap_ev": 12.10}

=====

Entry B
{"formula": "C4H12", "method": "the ωB97M-V functional and the def2-TZVPD basis", "elements": ["C", "C", "H", "H", "H", "H", "H", "H", "C", "C", "H", "H", "H", "H", "H", "H"], "xyz": [[-0.623, 1.031, 1.463], [-1.643, -0.124, 1.318], [-0.575, 1.513, 0.482], [-1.072, 1.821, 2.075], [0.401, 0.838, 1.763], [-2.082, -0.506, 2.234], [-1.098, -0.888, 0.777], [-2.440, 0.280, 0.699], [0.547, -0.606, -1.819], [1.715, -0.349, -0.861], [0.873, -1.205, -2.670], [-0.299, -1.121, -1.364], [0.197, 0.338, -2.238], [1.658, 0.545, -0.248], [2.627, -0.389, -1.454], [1.815, -1.177, -0.157]], "mulliken_charge": [-0.8549, -0.6938, 0.2268, 0.3429, 0.2753, 0.3293, 0.1265, 0.2423, -0.8276, -0.7715, 0.3480, 0.2319, 0.2324, 0.2188, 0.3333, 0.2403], "total_charge": 0, "e_homo_ev": -11.68, "lumo_ev": 1.20, "smiles": "CC.CC", "gap_ev": 12.87}

=====

It turns out entry B is the most stable, with the second structure 30.5 kcal/mol higher.

=====

Entry A
{"formula": "C4H12", "method": "the ωB97M-V functional and the def2-TZVPD basis", "elements": ["C", "C", "H", "H", "H", "H", "H", "H", "C", "C", "H", "H", "H", "H", "H", "H"], "xyz": [[-0.935, 0.807, -0.856], [-2.097, 1.397, -1.661], [-1.287, 0.213, -0.014], [-0.310, 0.176, -1.486], [-0.302, 1.575, -0.419], [-1.648, 1.883, -2.531], [-2.632, 2.167, -1.113], [-2.781, 0.634, -2.021], [1.928, -0.519, 0.999], [1.099, -1.700, 1.515], [2.993, -0.722, 1.102], [1.696, -0.333, -0.050], [1.685, 0.396, 1.538], [0.035, -1.470, 1.446], [1.352, -1.928, 2.548], [1.258, -2.576, 0.886]], "mulliken_charge": [-0.6914, -1.0259, 0.2232, 0.2747, 0.3096, 0.2880, 0.3098, 0.3057, -0.7516, -0.7866, 0.3277, 0.1901, 0.2490, 0.2250, 0.2992, 0.2533], "total_charge": 0, "e_homo_ev": -11.80, "lumo_ev": 1.15, "smiles": "CC.CC", "gap_ev": 12.95}

=====

Entry B
{"formula": "C4H12", "method": "the ωB97M-V functional and the def2-TZVPD basis", "elements": ["C", "C", "H", "H", "H", "H", "H", "H", "C", "C", "H", "H", "H", "H", "H", "H"], "xyz": [[-1.630, -0.695, 1.316], [-1.662, 0.601, 0.492], [-1.996, -1.508, 0.704], [-0.636, -0.902, 1.711], [-2.295, -0.543, 2.166], [-2.664, 1.031, 0.533], [-1.406, 0.500, -0.560], [-1.011, 1.375, 0.890], [1.543, -0.730, -0.995], [1.727, 0.790, -0.789], [2.452, -1.084, -1.467], [1.447, -1.296, -0.074], [0.742, -0.927, -1.695], [2.638, 0.923, -0.198], [0.941, 1.282, -0.234], [1.810, 1.182, -1.800]], "mulliken_charge": [-0.7950, -0.8417, 0.2358, 0.2320, 0.3395, 0.3651, 0.2422, 0.2210, -0.9121, -0.6677, 0.3559, 0.2608, 0.2756, 0.2978, 0.1520, 0.2387], "total_charge": 0, "e_homo_ev": -11.63, "lumo_ev": 1.20, "smiles": "CC.CC", "gap_ev": 12.83}

=====

Entry C
{"formula": "C4H12", "method": "the ωB97M-V functional and the def2-TZVPD basis", "elements": ["C", "C", "H", "H", "H", "H", "H", "H", "C", "C", "H", "H", "H", "H", "H", "H"], "xyz": [[1.047, 0.136, 2.062], [0.636, -1.118, 1.333], [0.310, 0.923, 1.983], [1.341, -0.041, 3.084], [1.919, 0.577, 1.561], [1.440, -1.783, 1.033], [-0.038, -1.800, 1.856], [0.123, -0.992, 0.386], [-0.279, 0.474, -2.232], [-1.405, 0.503, -1.181], [-0.364, -0.410, -2.861], [-0.336, 1.338, -2.895], [0.710, 0.464, -1.774], [-1.757, -0.503, -0.973], [-2.241, 1.110, -1.504], [-0.997, 0.875, -0.246]], "mulliken_charge": [-0.8039, -0.7053, 0.2625, 0.3237, 0.2459, 0.3058, 0.3192, 0.0462, -0.7959, -0.7139, 0.2425, 0.3217, 0.2554, 0.2590, 0.3446, 0.0927], "total_charge": 0, "e_homo_ev": -11.67, "lumo_ev": 1.17, "smiles": "CC.CC", "gap_ev": 12.83}

=====

Entry D
{"formula": "C4H12", "method": "the ωB97M-V functional and the def2-TZVPD basis", "elements": ["C", "C", "H", "H", "H", "H", "H", "H", "C", "C", "H", "H", "H", "H", "H", "H"], "xyz": [[-2.127, -0.334, -0.194], [-2.259, -0.454, 1.326], [-3.072, -0.558, -0.715], [-1.853, 0.619, -0.464], [-1.381, -0.998, -0.706], [-3.124, 0.016, 1.784], [-1.468, -0.092, 1.914], [-2.414, -1.578, 1.620], [2.169, 0.994, -1.078], [2.229, -0.139, -0.048], [1.670, 2.006, -0.736], [3.180, 1.259, -1.470], [1.656, 0.653, -1.963], [2.511, -1.184, -0.480], [1.284, -0.182, 0.509], [3.000, -0.030, 0.701]], "mulliken_charge": [-0.8387, -0.8668, 0.3239, 0.2940, 0.2498, 0.3190, 0.3142, 0.2075, -0.8016, -0.6386, 0.2269, 0.3046, 0.2628, 0.2321, 0.0938, 0.3171], "total_charge": 0, "e_homo_ev": -11.60, "lumo_ev": 1.10, "smiles": "CC.CC", "gap_ev": 12.70}

=====

It turns out entry A is the most stable, with the second structure 3.6 kcal/mol higher.

=====

Entry A
{"formula": "C4H12", "method": "the ωB97M-V functional and the def2-TZVPD basis", "elements": ["C", "C", "H", "H", "H", "H", "H", "H", "C", "C", "H", "H", "H", "H", "H", "H"], "xyz": [[-2.545, 0.806, -0.335], [-2.107, -0.438, 0.407], [-3.552, 1.112, -0.030], [-1.897, 1.641, -0.070], [-2.544, 0.704, -1.421], [-2.692, -1.324, 0.165], [-1.046, -0.637, 0.262], [-2.200, -0.295, 1.483], [3.080, -0.326, -0.077], [1.584, -0.040, 0.044], [3.386, -0.730, -1.046], [3.713, 0.527, 0.170], [3.376, -1.081, 0.654], [1.089, 0.187, -0.894], [1.428, 0.818, 0.701], [1.117, -0.860, 0.583]], "mulliken_charge": [-0.8892, -0.4368, 0.3230, 0.2551, 0.2745, 0.3095, -0.0761, 0.2656, -0.9641, -0.7235, 0.2751, 0.2755, 0.2732, 0.3311, 0.2933, 0.2138], "total_charge": 0, "e_homo_ev": -11.60, "lumo_ev": 1.14, "smiles": "CC.CC", "gap_ev": 12.74}

=====

Entry B
{"formula": "C4H12", "method": "the ωB97M-V functional and the def2-TZVPD basis", "elements": ["C", "C", "H", "H", "H", "H", "H", "H", "C", "C", "H", "H", "H", "H", "H", "H"], "xyz": [[-0.038, 1.771, 0.899], [-1.144, 2.360, 1.776], [0.387, 0.913, 1.409], [-0.471, 1.439, -0.044], [0.758, 2.493, 0.752], [-1.971, 1.664, 1.895], [-0.775, 2.610, 2.777], [-1.546, 3.275, 1.341], [0.657, -1.369, -1.014], [0.546, -2.733, -1.687], [1.427, -1.404, -0.247], [0.861, -0.601, -1.754], [-0.263, -1.069, -0.514], [0.052, -2.703, -2.651], [-0.009, -3.471, -1.094], [1.528, -3.174, -1.845]], "mulliken_charge": [-0.6781, -0.9441, 0.2382, 0.1923, 0.3301, 0.2989, 0.2844, 0.2813, -0.6932, -0.9799, 0.2833, 0.2918, 0.2279, 0.2978, 0.2839, 0.2855], "total_charge": 0, "e_homo_ev": -11.79, "lumo_ev": 1.15, "smiles": "CC.CC", "gap_ev": 12.94}

=====

Entry C
{"formula": "C4H12", "method": "the ωB97M-V functional and the def2-TZVPD basis", "elements": ["C", "C", "H", "H", "H", "H", "H", "H", "C", "C", "H", "H", "H", "H", "H", "H"], "xyz": [[-0.076, -1.605, -0.124], [-0.899, -2.590, 0.701], [0.140, -1.982, -1.126], [-0.683, -0.718, -0.361], [0.792, -1.148, 0.343], [-0.275, -3.314, 1.218], [-1.528, -3.148, 0.001], [-1.561, -2.113, 1.417], [0.874, 1.779, -0.871], [0.127, 2.385, 0.325], [1.629, 2.458, -1.271], [1.415, 0.878, -0.585], [0.151, 1.478, -1.626], [-0.813, 2.853, 0.037], [0.736, 3.146, 0.817], [-0.028, 1.640, 1.105]], "mulliken_charge": [-0.7326, -0.9174, 0.3322, 0.1994, 0.2734, 0.2801, 0.2653, 0.2908, -0.7578, -0.8109, 0.3275, 0.1763, 0.2464, 0.2593, 0.3262, 0.2419], "total_charge": 0, "e_homo_ev": -11.69, "lumo_ev": 1.15, "smiles": "CC.CC", "gap_ev": 12.84}

=====

Entry D
{"formula": "C4H12", "method": "the ωB97M-V functional and the def2-TZVPD basis", "elements": ["C", "C", "H", "H", "H", "H", "H", "H", "C", "C", "H", "H", "H", "H", "H", "H"], "xyz": [[0.459, -2.240, 0.649], [1.697, -2.499, -0.182], [-0.267, -1.597, 0.100], [0.015, -3.080, 1.160], [0.764, -1.456, 1.363], [2.442, -3.026, 0.393], [1.483, -3.214, -1.002], [2.022, -1.531, -0.560], [-1.114, 2.005, -0.939], [-1.043, 2.727, 0.431], [-1.184, 2.753, -1.737], [-0.322, 1.267, -1.101], [-2.023, 1.375, -0.985], [-0.215, 3.409, 0.532], [-1.958, 3.180, 0.768], [-0.756, 1.926, 1.110]], "mulliken_charge": [-0.7680, -0.7754, 0.2110, 0.3266, 0.2352, 0.2712, 0.2460, 0.2541, -0.7303, -0.7987, 0.2780, 0.2035, 0.2518, 0.2877, 0.2887, 0.2188], "total_charge": 0, "e_homo_ev": -11.35, "lumo_ev": 1.03, "smiles": "CC.CC", "gap_ev": 12.38}

=====

It turns out entry B is the most stable, with the second structure 2.3 kcal/mol higher.